Record 1
{"formula": "C4H8N4", "method": "the ωB97M-V functional and the def2-TZVPD basis", "homo_lumo_gap_ev": 8.2, "homo_ev": -7.983, "elements": ["C", "C", "C", "C", "H", "H", "H", "H", "H", "H", "H", "H", "N", "N", "N", "N"], "coordinates": [[3.0887, -0.7833, -0.0231], [0.4321, 1.4248, 0.0795], [-0.8404, 1.4123, 0.0115], [-3.3437, -0.9139, -0.0692], [2.4442, -1.6495, -0.2613], [4.2006, -0.7186, -0.5186], [3.1945, -1.1756, 1.3754], [1.0168, 2.3237, -0.0812], [-1.5970, 2.2404, 0.0803], [-0.7138, -0.5854, 0.2075], [-4.4077, -0.6945, -0.4560], [-2.7848, -1.8986, 0.1333], [2.3393, 0.3908, -0.2450], [1.1582, 0.1804, -0.2024], [-1.4330, 0.2326, 0.1570], [-2.7539, 0.2143, -0.1879]], "forces_ev_per_angstrom": [[2.74, -2.84, 1.96], [5.31, 0.63, -2.57], [-4.27, 1.22, 1.12], [-1.24, 0.63, -1.62], [0.78, 0.00, -0.59], [-2.97, -0.43, 1.44], [-0.01, 1.94, -4.06], [0.08, -0.06, 0.44], [1.36, -0.50, -0.33], [-2.27, 1.26, -0.31], [1.42, -1.72, 1.00], [-1.28, 1.44, -0.17], [3.17, 1.09, 1.10], [-3.65, 1.33, 1.75], [-0.11, -2.35, -0.24], [0.93, -1.64, 1.08]]}

***

Record 2
{"formula": "C4H8N4", "method": "the ωB97M-V functional and the def2-TZVPD basis", "homo_lumo_gap_ev": 7.8, "homo_ev": -18.165, "charge": 2, "elements": ["C", "C", "C", "C", "N", "N", "N", "N", "H", "H", "H", "H", "H", "H", "H", "H"], "coordinates": [[-3.4973, -0.4919, 0.3161], [1.0707, -0.2251, 0.3718], [-2.7150, 0.5611, 0.0127], [3.3761, 0.6375, 0.1966], [-3.9847, -1.5266, 0.4973], [2.3056, -0.3986, 0.2370], [-3.0732, 1.7578, -0.3459], [-0.0759, -0.0489, 0.1812], [-4.2616, -2.4263, 0.6667], [4.1196, 0.5644, 1.1076], [3.9655, 0.5026, -0.7909], [2.9109, 1.5632, 0.0346], [2.6183, -1.3610, 0.3772], [-4.0753, 1.8686, -0.5697], [-2.3285, 2.5143, -0.5771], [-1.1094, 0.0452, 0.3445]], "forces_ev_per_angstrom": [[-2.39, -2.92, 0.05], [-2.91, 0.85, -1.24], [1.11, 3.29, -0.06], [2.76, -1.21, -0.61], [1.63, 4.13, -0.62], [2.15, -0.93, 0.80], [0.78, -1.11, -0.46], [1.90, -0.61, 0.70], [-1.00, -2.85, 0.61], [-1.86, 0.23, -1.80], [-0.83, -0.24, 1.75], [-0.57, 1.43, 0.50], [0.02, 0.13, -0.14], [0.61, 1.00, 0.08], [-1.85, -1.52, 0.50], [0.45, 0.34, -0.06]]}

***

Record 3
{"formula": "C4H8N4OS", "method": "the ωB97M-V functional and the def2-TZVPD basis", "homo_lumo_gap_ev": [7.6, 4.7], "homo_ev": [-7.097, -8.583], "multiplicity": 3, "elements": ["C", "C", "C", "C", "N", "N", "N", "N", "O", "S", "H", "H", "H", "H", "H", "H", "H", "H"], "coordinates": [[2.3172, 1.1589, 0.3548], [3.4417, 0.3559, 0.3614], [1.3080, 0.2988, -0.0117], [-0.7858, -1.9738, 0.1877], [3.1089, -0.8584, 0.0020], [-0.8313, 1.7524, 1.1628], [1.7642, -0.9404, -0.1727], [-1.0794, -0.7162, 0.8219], [-1.5637, 0.8867, -1.6815], [-0.3745, 0.6401, 0.2633], [2.0465, 2.0821, 0.7540], [4.5782, 0.5237, 0.4334], [-1.1157, -2.8343, 0.9125], [-1.2288, -2.0353, -0.8478], [0.2135, -2.0182, 0.0185], [-0.6697, 2.8044, 0.9978], [-0.9541, 0.8726, -2.3860], [-2.1381, -0.5387, 0.8829]], "forces_ev_per_angstrom": [[-1.41, 1.13, 0.37], [4.37, -2.50, -0.66], [-1.55, -2.05, 1.10], [-3.31, -1.82, -0.01], [2.68, 0.23, -0.21], [0.74, 2.55, 1.82], [-0.75, 1.17, 0.21], [-2.11, 0.26, 1.45], [-1.23, -0.12, 1.99], [-1.76, 1.33, -4.22], [0.36, 1.65, 0.51], [-2.21, 0.24, 0.19], [0.49, 1.61, -1.61], [-0.12, -0.20, 1.09], [2.53, -0.71, -0.04], [-0.36, -2.77, -0.36], [1.41, -0.07, -1.42], [2.24, 0.08, -0.20]]}

***

Record 4
{"formula": "C4H8NO", "method": "the ωB97M-V functional and the def2-TZVPD basis", "homo_lumo_gap_ev": [7.2, 7.4], "homo_ev": [-12.780, -12.803], "charge": 1, "elements": ["C", "C", "C", "C", "N", "O", "H", "H", "H", "H", "H", "H", "H", "H"], "coordinates": [[3.2424, 0.1143, -0.0201], [-0.2477, -0.0200, 0.1332], [1.1101, -0.5153, -0.0144], [-2.7020, 0.4006, 0.0533], [-1.5125, -0.4368, -0.0172], [2.0433, 0.3856, 0.2717], [4.0626, 0.7441, 0.4556], [3.4863, -0.7367, -0.6974], [-0.2252, 1.0878, 0.5081], [-1.5462, -1.4369, -0.2674], [1.2858, -1.4504, -0.5826], [-3.1159, 0.3295, 1.1083], [-2.3315, 1.4839, -0.1793], [-3.5496, 0.0502, -0.7518]], "forces_ev_per_angstrom": [[1.88, 0.86, 0.28], [1.50, 3.19, 1.07], [-6.17, -1.14, -1.14], [-1.36, 1.01, -0.65], [2.78, -2.16, -0.80], [1.78, -0.54, 0.17], [-1.43, -0.66, -0.88], [-0.31, 0.58, 0.75], [-0.01, -1.96, -0.68], [-0.77, 0.81, 0.10], [0.62, 0.80, 0.70], [0.24, 0.27, -1.41], [-1.11, -1.96, 0.44], [2.38, 0.91, 2.06]]}

***

Record 5
{"formula": "C4H8NO", "method": "the ωB97M-V functional and the def2-TZVPD basis", "homo_lumo_gap_ev": [10.0, 8.0], "homo_ev": [-16.433, -14.463], "charge": 1, "elements": ["C", "C", "C", "C", "N", "O", "H", "H", "H", "H", "H", "H", "H", "H"], "coordinates": [[-1.6305, 1.0226, 0.2420], [1.9411, 0.0752, 0.1507], [0.6729, 0.7714, 0.2480], [-0.6493, -1.0116, -0.4122], [-0.5268, 0.3704, -0.0065], [-3.0887, 0.0641, -0.1614], [-1.8068, 1.9975, 0.5327], [2.8126, 0.6668, 0.3755], [1.9726, -0.8829, 0.7523], [1.8118, -0.4807, -0.8701], [0.7189, 1.7454, 0.6505], [0.2694, -1.5399, -0.5151], [-1.3489, -0.9750, -1.2579], [-1.1483, -1.8233, 0.2714]], "forces_ev_per_angstrom": [[-7.35, -4.17, -1.96], [-1.24, -3.39, -1.60], [1.37, 1.65, 1.42], [-2.72, -3.20, -0.20], [1.19, -3.00, 0.58], [5.60, 3.98, 1.67], [-0.14, 1.82, 0.57], [0.10, 0.20, -0.46], [-0.14, 1.10, 0.02], [1.36, 1.35, 1.11], [-0.01, 1.30, 0.21], [0.83, 0.45, -0.91], [0.82, -0.55, -0.14], [0.33, 2.47, -0.32]]}

***

Record 6
{"formula": "C4H8NO", "method": "the ωB97M-V functional and the def2-TZVPD basis", "homo_lumo_gap_ev": 8.9, "homo_ev": -14.191, "smiles": "C/C=[NH+]/C=C\\O", "charge": 1, "elements": ["C", "C", "C", "C", "N", "O", "H", "H", "H", "H", "H", "H", "H", "H"], "coordinates": [[0.5886, 1.8481, 1.4395], [1.1866, 1.2228, 0.4377], [-0.5909, -0.8279, -0.3008], [-0.7278, -1.7909, -1.4046], [0.4227, 0.0231, -0.2200], [-0.5149, 1.6396, 2.1317], [1.1464, 2.7608, 1.6851], [2.2408, 1.4540, 0.1186], [-1.1413, -1.1079, 0.6267], [0.1317, -2.4425, -1.6294], [-0.8760, -1.1230, -2.3230], [-1.6796, -2.3805, -1.2936], [0.9469, -0.2976, -1.0670], [-1.1331, 1.0221, 1.7992]], "forces_ev_per_angstrom": [[0.80, 1.17, 0.12], [-1.45, -2.49, -0.66], [1.69, 0.02, 3.64], [-1.47, 0.86, -2.04], [1.38, -1.05, -2.48], [0.94, 1.46, 0.55], [-0.45, -0.34, 0.69], [-1.68, -0.64, -0.16], [-0.22, 1.16, -0.70], [-0.19, 0.26, 0.45], [0.14, -1.07, 0.79], [1.17, 0.48, -0.04], [0.19, 1.43, 0.63], [-0.85, -1.24, -0.77]]}

***

Record 7
{"formula": "C4H8NO", "method": "the ωB97M-V functional and the def2-TZVPD basis", "homo_lumo_gap_ev": 9.4, "homo_ev": -13.580, "charge": 1, "elements": ["C", "C", "C", "C", "N", "O", "H", "H", "H", "H", "H", "H", "H", "H"], "coordinates": [[-1.0707, 0.2754, -1.2694], [-1.9634, 0.6809, -0.3420], [-0.3068, -0.2657, -0.1235], [1.3352, 1.0285, 0.5314], [0.5247, -1.4934, 0.1301], [-1.3554, 0.0573, 0.7644], [-0.7919, 0.6060, -2.2109], [-2.8212, 1.3446, -0.1992], [1.4353, 0.4161, 1.4848], [0.7557, 1.9449, 0.6425], [2.0196, 0.8170, -0.1144], [1.4855, -1.3834, -0.1852], [0.1099, -2.3096, -0.2742], [0.6435, -1.7185, 1.1656]], "forces_ev_per_angstrom": [[-0.46, -0.32, 1.58], [0.26, -0.35, -0.22], [3.79, 3.86, 1.73], [-7.55, -2.41, 4.46], [-0.85, -0.40, 1.68], [0.00, -0.88, 0.26], [0.24, 0.21, -1.63], [0.46, -0.35, -0.14], [0.09, 1.37, -0.98], [0.75, -0.07, -0.23], [4.21, -0.42, -4.14], [-0.08, 0.15, -0.52], [-0.27, -1.05, -0.57], [-0.61, 0.67, -1.28]]}

***

Record 8
{"formula": "C4H8NO", "method": "the ωB97M-V functional and the def2-TZVPD basis", "homo_lumo_gap_ev": 8.5, "homo_ev": -13.645, "charge": 1, "elements": ["C", "C", "C", "C", "N", "O", "H", "H", "H", "H", "H", "H", "H", "H"], "coordinates": [[-1.5320, -1.8816, 1.8142], [-0.9213, -1.3561, 0.9595], [1.4775, -0.0166, -0.1504], [0.0851, 0.1695, -0.5620], [-0.4938, 1.4588, -0.1333], [-0.3347, -0.1705, -1.7977], [-1.9674, -2.5044, 2.5541], [1.8476, 0.9117, 0.2872], [2.0429, -0.1467, -1.0990], [1.6204, -0.8466, 0.4692], [-1.5408, 1.4952, -0.4191], [-0.2645, 1.5765, 0.9426], [-0.0079, 2.3325, -0.6335], [-0.0112, -1.0217, -2.2318]], "forces_ev_per_angstrom": [[-1.50, -1.87, 2.45], [2.81, 4.51, -4.72], [1.13, 1.24, -1.91], [-1.80, -3.66, 0.40], [-0.34, 2.02, 0.05], [0.08, 0.30, 0.67], [-0.23, 0.00, 0.18], [0.20, -0.18, 0.31], [-0.03, -0.04, 0.62], [0.26, -1.01, 0.93], [1.84, -0.05, 1.12], [-1.22, -0.40, -2.46], [-1.04, -2.23, 0.98], [-0.16, 1.38, 1.37]]}

***

Computed ΔE to the lowest compared entry with this formula, charge and spin, in the same sequence as the records: 144.3, 96.2, 83.2, 77.5, 155.8, 53.0, 111.6, 132.8 kcal per mole.